Record 1
C36H30I2NO5PdSSb2 as an isolated structure, computed with ωB97M-V with the def2-TZVPD basis set.

The spin multiplicity is 3. The total charge is -1. For the energy above the lowest of the compared OMol25 structures with the same formula, charge and spin, the calculation gives 0.0 kcal per mole. As for the calculated total energy: -93139.7468 eV. As for the expectation value of S²: 2.012.

Element x y z (Å)
Pd: 0.858 1.420 0.579
I: 5.001 -2.020 0.813
C: 4.062 -0.918 2.310
C: 4.524 -1.004 3.629
C: 3.922 -0.307 4.643
I: 4.686 -0.498 6.581
C: 2.801 0.518 4.372
C: 2.091 1.280 5.329
C: 1.018 2.036 4.954
C: 0.620 2.041 3.606
N: 1.258 1.334 2.709
C: 2.339 0.589 3.041
C: 2.968 -0.130 1.940
O: 2.521 -0.036 0.749
H: 5.377 -1.634 3.841
H: 2.414 1.261 6.362
H: 0.472 2.629 5.674
H: -0.213 2.633 3.245
C: -2.733 0.426 -0.100
C: -2.837 0.821 -1.583
C: -1.933 1.972 -2.034
Sb: 0.176 1.601 -1.989
C: 0.912 2.630 -3.693
C: 0.134 2.863 -4.820
C: 0.667 3.521 -5.921
C: 1.986 3.950 -5.902
C: 2.767 3.725 -4.778
C: 2.232 3.071 -3.678
C: 0.137 -0.370 -2.877
C: -0.667 -0.734 -3.956
C: -0.668 -2.037 -4.439
C: 0.142 -2.995 -3.845
C: 0.956 -2.647 -2.777
C: 0.952 -1.343 -2.295
Sb: -1.058 -0.809 0.441
C: -1.414 -0.940 2.542
C: -2.575 -0.510 3.178
C: -2.674 -0.545 4.563
C: -1.615 -1.018 5.327
C: -0.455 -1.456 4.704
C: -0.356 -1.410 3.321
C: -1.797 -2.740 -0.110
C: -2.580 -2.932 -1.244
C: -2.982 -4.209 -1.616
C: -2.601 -5.307 -0.860
C: -1.816 -5.125 0.270
C: -1.413 -3.849 0.639
H: -3.647 -0.084 0.213
H: -2.610 1.323 0.515
H: -3.873 1.126 -1.772
H: -2.665 -0.044 -2.228
H: -2.043 2.846 -1.393
H: -2.209 2.264 -3.049
H: -0.900 2.541 -4.853
H: 0.049 3.702 -6.792
H: 2.401 4.467 -6.759
H: 3.793 4.070 -4.751
H: 2.840 2.926 -2.792
H: -1.305 0.007 -4.430
H: -1.304 -2.305 -5.274
H: 0.135 -4.014 -4.213
H: 1.588 -3.391 -2.307
H: 1.575 -1.087 -1.441
H: -3.407 -0.131 2.597
H: -3.578 -0.196 5.047
H: -1.691 -1.035 6.407
H: 0.382 -1.811 5.293
H: 0.570 -1.720 2.846
H: -2.879 -2.089 -1.854
H: -3.589 -4.344 -2.503
H: -2.912 -6.302 -1.151
H: -1.513 -5.978 0.866
H: -0.800 -3.721 1.525
O: 0.312 5.393 0.913
S: 0.390 4.105 0.276
O: -0.595 3.108 0.871
O: 1.731 3.429 0.532
O: 0.145 4.146 -1.181

Here are the Löwdin charges for atoms 1 to 8, given in e: 0.689, 0.859, -0.662, -0.248, -0.688, 0.853, -0.221, -0.050

=====

Record 2
A 2-piece molecular cluster, C5H11NO2 overall in a non-equilibrium geometry, computed with ωB97M-V with the def2-TZVPD basis set.

The SMILES is C=NCCCC=O.O. The spin multiplicity is 1. The total charge is 0. For the energy above the lowest of the compared OMol25 structures with the same formula, charge and spin, the calculation gives 89.4 kcal per mole. As for the calculated total energy: -10945.3920 eV.

Element x y z (Å)
O: 2.309 1.563 -1.313
C: 1.712 0.528 -1.050
C: 1.368 -0.177 0.289
C: 0.667 -1.441 0.055
C: -0.594 -1.381 -0.709
C: -1.968 0.190 0.269
N: -1.591 -1.023 0.388
H: 1.392 -0.168 -1.801
H: 0.732 0.622 0.835
H: 2.064 -0.278 1.118
H: 0.471 -1.944 0.993
H: 1.305 -2.048 -0.639
H: -0.615 -0.563 -1.658
H: -0.976 -2.336 -1.116
H: -1.570 0.988 -0.345
H: -2.757 0.588 0.931
H: -1.171 1.718 1.506
H: -0.014 2.659 0.808
O: -0.763 2.501 1.439

Here are the Löwdin charges for atoms 1 to 8, given in e: 0.046, -0.228, -0.170, -0.279, -0.241, -0.105, 0.005, 0.088

=====

Record 3
C37H37N14PSV as an isolated structure in a non-equilibrium geometry, computed with ωB97M-V with the def2-TZVPD basis set.

The spin multiplicity is 4. The total charge is +2. For the energy above the lowest of the compared OMol25 structures with the same formula, charge and spin, the calculation gives 41.7 kcal per mole. As for the calculated total energy: -105631.0399 eV. As for the expectation value of S²: 3.758.

Element x y z (Å)
V: 0.718 -0.897 -0.024
C: -2.449 2.578 -3.416
N: -2.160 1.654 -2.270
C: -3.005 0.748 -1.701
C: -2.259 -0.083 -0.916
N: -0.946 0.304 -0.947
C: -0.893 1.356 -1.787
P: 0.490 2.260 -2.446
C: 0.059 3.909 -1.676
N: 0.018 4.080 -0.392
C: -0.381 5.381 -0.169
C: -0.495 5.972 -1.376
N: -0.243 5.041 -2.342
C: -0.164 5.279 -3.764
C: 1.847 1.872 -1.311
N: 2.041 0.712 -0.658
C: 3.288 0.805 -0.099
C: 3.841 1.995 -0.398
N: 2.927 2.665 -1.175
C: 3.263 3.917 -1.868
H: -3.188 2.123 -4.086
H: -2.814 3.534 -3.072
H: -1.577 2.760 -4.001
H: -4.066 0.784 -1.948
H: -2.620 -0.935 -0.331
H: -0.617 5.817 0.780
H: -0.736 7.000 -1.572
H: -1.068 4.965 -4.234
H: -0.122 6.363 -3.891
H: 0.718 4.793 -4.162
H: 3.863 -0.024 0.362
H: 4.757 2.508 -0.126
H: 4.306 3.948 -2.042
H: 2.740 3.930 -2.832
H: 2.852 4.800 -1.323
C: 2.042 -4.474 -4.035
N: 0.790 -4.469 -3.236
C: -0.146 -5.513 -3.192
C: -1.048 -5.195 -2.289
N: -0.660 -3.983 -1.652
C: 0.454 -3.522 -2.338
S: 1.344 -2.081 -2.119
C: -1.383 -3.453 -0.552
C: -2.650 -3.924 -0.334
C: -3.352 -3.555 0.806
C: -2.744 -2.764 1.754
C: -1.495 -2.354 1.416
N: -0.792 -2.655 0.346
H: 1.955 -5.385 -4.612
H: 2.908 -4.471 -3.359
H: 2.031 -3.637 -4.689
H: -0.111 -6.359 -3.870
H: -1.943 -5.693 -2.014
H: -3.167 -4.602 -1.056
H: -4.332 -3.971 0.983
H: -3.164 -2.494 2.696
H: -1.001 -1.752 2.175
N: 2.931 -0.721 2.434
C: 2.921 -2.037 1.998
C: 3.681 -2.960 2.714
C: 3.543 -4.281 2.376
C: 2.689 -4.662 1.289
C: 1.992 -3.656 0.685
N: 2.138 -2.352 0.972
C: 1.807 0.019 2.814
C: 1.893 0.685 4.140
C: 0.865 1.373 4.675
C: -0.374 1.396 3.998
C: -0.357 0.846 2.548
N: 0.781 0.121 2.047
H: 3.611 -0.489 3.125
H: 4.260 -2.625 3.544
H: 4.128 -5.065 2.838
H: 2.516 -5.703 0.976
H: 1.389 -3.795 -0.196
H: 2.831 0.766 4.681
H: 1.023 1.935 5.627
H: -1.027 2.257 4.083
H: -0.277 2.369 1.103
N: -5.943 -0.119 2.844
C: -4.861 0.253 2.988
C: -3.506 0.708 2.928
C: -3.332 1.800 2.022
C: -2.155 2.295 1.502
N: -0.889 1.693 1.509
C: -1.155 0.154 3.619
C: -2.620 0.027 3.658
H: -4.192 2.416 1.756
H: -2.204 3.255 0.980
H: -0.561 -0.717 3.873
H: -3.006 -0.794 4.236

Here are the Löwdin charges for atoms 1 to 8, given in e: 0.547, 0.003, -0.079, -0.045, -0.118, -0.010, -0.451, 1.184

=====

Record 4
A 7-piece molecular cluster, C32H58F6N10O2P overall in a non-equilibrium geometry, computed with ωB97M-V with the def2-TZVPD basis set.

The spin multiplicity is 1. The total charge is +3. For the energy above the lowest of the compared OMol25 structures with the same formula, charge and spin, the calculation gives 113.1 kcal per mole. As for the calculated total energy: -78691.7658 eV.

Element x y z (Å)
C: -3.432 8.610 0.617
C: -3.135 7.321 -0.118
N: -4.303 6.439 -0.143
C: -5.333 6.554 -1.055
C: -6.347 5.767 -0.630
N: -5.948 5.149 0.549
C: -4.651 5.542 0.842
C: -6.822 4.366 1.394
H: -3.635 8.395 1.666
H: -4.257 9.060 0.065
H: -2.577 9.281 0.535
H: -2.248 6.736 0.127
H: -2.975 7.701 -1.127
H: -5.344 7.294 -1.843
H: -7.314 5.446 -0.986
H: -3.969 5.244 1.626
H: -7.787 4.800 1.656
H: -6.322 4.092 2.323
H: -7.008 3.449 0.834
C: -4.381 1.333 -5.906
C: -5.392 1.567 -6.954
N: -6.647 0.860 -6.741
C: -7.785 1.135 -7.409
C: -8.810 0.267 -6.979
N: -8.271 -0.478 -5.927
C: -6.964 -0.089 -5.773
C: -8.959 -1.478 -5.160
H: -4.323 0.274 -5.654
H: -4.585 1.925 -5.014
H: -3.388 1.748 -6.075
H: -4.973 1.289 -7.921
H: -5.429 2.655 -7.015
H: -7.766 1.889 -8.182
H: -9.864 0.178 -7.198
H: -6.364 -0.216 -4.884
H: -9.760 -0.949 -4.642
H: -8.316 -1.929 -4.404
H: -9.365 -2.238 -5.828
C: -2.831 -1.502 8.665
C: -4.191 -2.225 8.483
N: -4.017 -3.643 8.218
C: -3.845 -4.700 9.171
C: -3.720 -5.927 8.413
N: -3.644 -5.616 7.107
C: -3.862 -4.258 6.958
C: -3.422 -6.588 6.060
H: -2.304 -1.660 9.607
H: -2.956 -0.422 8.742
H: -2.154 -1.685 7.830
H: -4.801 -1.779 7.697
H: -4.714 -2.102 9.432
H: -3.855 -4.369 10.199
H: -3.693 -6.948 8.762
H: -4.029 -3.677 6.063
H: -3.992 -6.232 5.202
H: -3.740 -7.583 6.369
H: -2.373 -6.697 5.784
C: 10.424 -5.190 -5.939
C: 10.174 -4.054 -5.029
N: 8.881 -4.253 -4.426
C: 7.657 -3.872 -4.954
C: 6.633 -4.139 -4.029
N: 7.306 -4.588 -2.957
C: 8.657 -4.825 -3.217
C: 6.627 -4.930 -1.718
H: 11.486 -5.370 -6.109
H: 10.031 -4.865 -6.902
H: 9.850 -6.111 -5.831
H: 10.238 -3.072 -5.498
H: 10.899 -4.132 -4.219
H: 7.644 -3.539 -5.982
H: 5.558 -4.045 -4.011
H: 9.396 -5.153 -2.501
H: 6.611 -6.014 -1.608
H: 5.568 -4.673 -1.707
H: 7.175 -4.610 -0.832
C: 7.095 5.057 -3.542
C: 6.601 3.648 -3.085
N: 6.494 3.537 -1.657
C: 7.148 2.583 -0.958
C: 6.717 2.563 0.373
N: 5.691 3.475 0.450
C: 5.549 4.099 -0.801
C: 4.823 3.765 1.602
H: 6.796 5.939 -2.975
H: 6.749 5.264 -4.554
H: 8.179 5.093 -3.649
H: 7.225 2.841 -3.470
H: 5.634 3.439 -3.543
H: 8.065 2.094 -1.252
H: 6.864 1.968 1.262
H: 4.857 4.859 -1.133
H: 4.972 4.793 1.933
H: 5.260 3.177 2.410
H: 3.780 3.527 1.394
C: 2.805 -4.307 7.520
C: 2.533 -4.610 9.004
O: 2.416 -3.712 9.839
O: 2.423 -5.782 9.446
H: 1.937 -3.909 6.996
H: 3.199 -5.139 6.936
H: 3.570 -3.547 7.363
P: -0.751 -0.646 0.618
F: -2.202 -0.211 -0.116
F: -1.338 -0.245 2.088
F: -1.304 -2.162 0.864
F: 0.671 -1.056 1.248
F: -0.181 -1.142 -0.876
F: -0.203 0.800 0.301

Here are the Löwdin charges for atoms 1 to 8, given in e: -0.052, -0.186, -0.056, -0.007, 0.000, -0.091, 0.076, 0.005

=====

Record 5
An isolated ion of composition C4H8N and charge +2 in a non-equilibrium geometry, computed with ωB97M-V with the def2-TZVPD basis set.

The spin multiplicity is 2. The total charge is +2. For the energy above the lowest of the compared OMol25 structures with the same formula, charge and spin, the calculation gives 91.9 kcal per mole. As for the calculated total energy: -5741.3827 eV. As for the expectation value of S²: 0.853.

Element x y z (Å)
C: -0.809 1.233 -1.160
C: -0.085 0.391 -0.103
C: 0.720 1.071 0.861
C: 0.261 -1.988 0.444
N: -0.508 -0.840 -0.107
H: -1.661 1.635 -0.619
H: -0.193 1.995 -1.643
H: -1.277 0.535 -1.892
H: 1.118 0.529 1.763
H: 1.054 2.101 0.737
H: 1.172 -1.568 0.897
H: -0.316 -2.465 1.234
H: 0.525 -2.628 -0.414

Here are the Löwdin charges for atoms 1 to 8, given in e: 0.069, -0.218, 0.517, 0.103, 0.361, 0.134, 0.133, 0.135

=====

Record 6
A 2-piece molecular cluster, C11H18O overall in a non-equilibrium geometry, computed with ωB97M-V with the def2-TZVPD basis set.

The SMILES is Cc1ccc(O)cc1.CC(C)C. The spin multiplicity is 1. The total charge is 0. For the energy above the lowest of the compared OMol25 structures with the same formula, charge and spin, the calculation gives 14.7 kcal per mole. As for the calculated total energy: -13746.0268 eV.

Element x y z (Å)
C: -3.360 1.448 -1.784
C: -0.760 -1.086 -0.660
C: -1.417 -0.106 -1.407
C: -1.440 -1.794 0.308
C: -2.717 0.267 -1.080
C: -2.802 -1.546 0.479
C: -3.427 -0.481 -0.137
O: -0.827 -2.644 1.184
H: 0.295 -1.220 -0.852
H: -1.006 0.440 -2.247
H: 0.125 -2.649 1.016
H: -3.322 -2.145 1.216
H: -3.462 2.290 -1.086
H: -4.413 1.168 -1.885
H: -4.433 -0.199 0.148
H: -2.795 1.808 -2.632
C: 2.183 0.541 0.696
C: 2.700 0.956 -0.702
C: 2.340 -0.960 0.949
C: 2.812 1.368 1.807
H: 1.107 0.741 0.732
H: 2.870 0.040 -1.284
H: 3.392 -1.257 0.900
H: 1.806 -1.233 1.862
H: 1.908 -1.536 0.130
H: 3.908 1.407 1.777
H: 2.603 2.428 1.611
H: 3.712 1.356 -0.626
H: 1.949 1.530 -1.228
H: 2.471 1.069 2.794

Here are the Löwdin charges for atoms 1 to 8, given in e: -0.055, -0.031, -0.043, -0.320, -0.289, -0.017, -0.045, 0.048